ORCA calculation (ωB97M-V with the def2-TZVPD basis set) on C57H48F4O2P2Pd as an isolated structure.

Computed properties:
- Electronic energy: -96907.48029 eV
- Largest force on an atom: 2.37 eV/Å
- Frontier orbital gap: 1.95 eV

XYZ file:
```
114
Properties=species:S:1:pos:R:3:lowdin_charge:R:1
C -2.21 -1.93 6.59 -0.115
C -2.20 -0.46 6.66 -0.195
C -0.88 0.19 6.61 -0.466
C -0.72 1.65 6.92 -0.035
O 0.13 -0.46 6.29 -0.052
C -3.43 0.26 6.94 -0.457
C -4.68 -0.53 7.33 -0.044
O -3.54 1.49 6.83 -0.064
H -3.16 -2.30 6.18 0.070
H -1.42 -2.29 5.94 0.031
H -2.06 -2.40 7.58 0.088
H -1.68 2.17 6.84 0.048
H -0.31 1.77 7.93 0.083
H -0.01 2.08 6.21 0.069
H -4.44 -1.43 7.90 0.065
H -5.34 0.11 7.92 0.073
H -5.21 -0.83 6.42 0.077
F -4.46 1.64 -4.27 0.044
C -3.65 0.58 -3.92 -0.224
C -3.14 -0.22 -4.93 0.080
C -2.20 -1.18 -4.55 -0.234
F -1.53 -1.87 -5.54 0.045
C -1.86 -1.42 -3.23 0.039
C -2.37 -0.57 -2.23 -0.220
C -1.92 -0.72 -0.83 -0.201
C -2.59 0.00 0.24 -0.066
C -2.79 -0.43 1.53 0.017
C -2.47 -1.78 1.98 -0.196
C -1.71 -1.92 3.16 0.062
C -1.20 -3.17 3.47 -0.218
F -0.32 -3.31 4.54 0.034
C -1.44 -4.31 2.72 0.080
C -2.29 -4.16 1.62 -0.241
F -2.59 -5.28 0.87 0.032
C -2.83 -2.94 1.25 0.028
Pd 0.03 0.10 -1.28 0.447
P 0.50 2.22 -1.86 0.949
C -1.04 3.17 -1.72 -0.371
C -1.51 3.49 -0.43 -0.116
C -2.70 4.20 -0.28 -0.072
C -3.44 4.57 -1.41 -0.076
C -2.98 4.24 -2.69 -0.081
C -1.78 3.55 -2.85 -0.086
C 1.64 3.12 -0.79 -0.372
C 1.54 4.52 -0.70 -0.101
C 2.42 5.23 0.11 -0.069
C 3.41 4.56 0.82 -0.070
C 3.52 3.16 0.73 -0.063
C 2.65 2.45 -0.08 -0.085
C 1.11 2.40 -3.55 -0.369
C 2.13 3.32 -3.84 -0.073
C 2.64 3.41 -5.13 -0.078
C 2.15 2.57 -6.14 -0.077
C 1.13 1.65 -5.86 -0.073
C 0.62 1.56 -4.56 -0.114
P 1.74 -1.35 -1.11 0.959
C 1.29 -2.84 -2.03 -0.370
C 1.90 -3.16 -3.26 -0.073
C 1.40 -4.22 -4.01 -0.074
C 0.28 -4.94 -3.58 -0.077
C -0.32 -4.63 -2.36 -0.075
C 0.21 -3.62 -1.56 -0.133
C 3.40 -0.75 -1.57 -0.352
C 4.47 -0.85 -0.66 -0.072
C 5.66 -0.17 -0.91 -0.070
C 5.81 0.57 -2.08 -0.070
C 4.76 0.65 -3.00 -0.070
C 3.57 -0.03 -2.76 -0.106
C 1.89 -1.93 0.60 -0.386
C 2.28 -3.25 0.87 -0.095
C 2.48 -3.66 2.18 -0.069
C 2.33 -2.75 3.23 -0.071
C 1.90 -1.45 2.97 -0.062
C 1.67 -1.03 1.66 -0.094
C -3.34 0.40 -2.58 0.053
H -3.44 -0.09 -5.97 0.138
H -1.15 -2.21 -2.97 0.101
H -1.56 -1.71 -0.58 0.069
H -2.93 1.01 0.00 0.085
H -3.15 0.29 2.28 0.134
H -1.46 -1.04 3.75 0.134
H -0.99 -5.26 2.97 0.137
H -3.50 -2.88 0.39 0.136
H -0.94 3.18 0.44 0.117
H -3.04 4.46 0.72 0.113
H -4.37 5.12 -1.29 0.108
H -3.56 4.52 -3.57 0.109
H -1.41 3.30 -3.85 0.104
H 0.77 5.05 -1.27 0.115
H 2.32 6.32 0.18 0.109
H 4.11 5.12 1.44 0.107
H 4.29 2.63 1.29 0.110
H 2.74 1.36 -0.18 0.067
H 2.52 3.96 -3.05 0.101
H 3.42 4.13 -5.34 0.108
H 2.57 2.63 -7.14 0.106
H 0.74 0.99 -6.64 0.109
H -0.16 0.82 -4.33 0.087
H 2.76 -2.59 -3.60 0.099
H 1.90 -4.50 -4.94 0.108
H -0.13 -5.74 -4.20 0.107
H -1.20 -5.18 -2.01 0.112
H -0.23 -3.41 -0.58 0.099
H 4.36 -1.45 0.25 0.107
H 6.47 -0.22 -0.18 0.110
H 6.75 1.09 -2.28 0.108
H 4.87 1.25 -3.91 0.107
H 2.76 0.02 -3.49 0.096
H 2.42 -3.96 0.05 0.109
H 2.76 -4.70 2.39 0.109
H 2.53 -3.06 4.25 0.118
H 1.72 -0.76 3.79 0.115
H 1.33 -0.02 1.45 0.089
H -3.78 1.04 -1.81 0.125
```